C5H11NO2 | ωB97M-V/def2-TZVPD

```
19
Properties=species:S:1:pos:R:3:lowdin_spin:R:1
C -1.61 0.13 0.57 0.033
N -2.39 -0.83 -0.16 0.009
C -2.19 -0.79 -1.46 0.002
O -1.38 -0.12 -2.13 0.002
C -0.27 -0.50 1.02 0.094
C 0.73 0.39 1.65 0.619
C 2.05 0.64 1.06 0.104
O 2.01 1.15 -0.29 0.031
H -2.21 0.48 1.41 0.001
H -1.33 0.98 -0.07 0.003
H 1.62 -0.08 -2.90 0.001
H -2.90 -1.49 -1.96 0.000
H -0.47 -1.39 1.64 0.021
H 1.07 -0.42 -3.31 0.000
H 0.70 0.58 2.71 0.037
H 0.14 -0.90 0.11 0.001
H 2.69 -0.25 1.01 0.033
H 2.64 1.34 1.67 0.005
H 1.09 1.09 -0.57 0.004
```

Properties
Kohn-Sham gap (spin up / spin down) (eV): 7.1 / 6.8
ΔE to the lowest compared entry with this formula, charge and spin (kcal per mole): 32.2
Multiplicity: 2
Net charge: -1
LUMO (spin up / spin down) (eV): 3.76 / 3.40
M (g/mol): 117.15
E_HOMO (spin up / spin down) (Eh): -0.1247 / -0.1267



C42H105N7Na3O18P | ωB97M-V/def2-TZVPD

```
176
Properties=species:S:1:pos:R:3:lowdin_charge:R:1
Na 32.56 29.21 -25.88 0.337
Na 30.74 28.78 -30.68 0.297
Na 31.87 32.72 -28.25 0.329
P 31.53 29.98 -28.32 0.069
O 33.07 29.73 -28.29 -0.393
O 31.13 30.85 -29.54 -0.361
O 31.22 30.74 -27.01 -0.361
O 30.87 28.60 -28.39 -0.359
C 27.79 31.03 -24.19 -0.117
O 28.23 29.70 -24.12 -0.169
C 29.34 29.44 -24.96 -0.208
C 29.60 27.95 -24.97 -0.172
N 30.73 27.59 -25.84 -0.054
C 30.82 26.14 -25.98 -0.183
C 30.88 25.29 -24.73 -0.204
O 29.64 25.15 -24.06 -0.216
C 28.75 24.19 -24.63 -0.087
H 26.88 31.10 -23.60 0.088
H 27.53 31.33 -25.21 0.086
H 28.48 31.72 -23.68 0.081
H 30.27 29.98 -24.74 0.107
H 29.00 29.74 -25.96 0.109
H 28.68 27.45 -25.31 0.122
H 29.83 27.57 -23.98 0.118
H 30.72 27.98 -26.79 0.046
H 31.70 25.89 -26.58 0.103
H 30.03 25.78 -26.66 0.116
H 31.61 25.66 -24.00 0.121
H 31.21 24.27 -24.96 0.116
H 27.88 24.17 -23.97 0.090
H 29.22 23.21 -24.73 0.087
H 28.41 24.59 -25.59 0.072
C 36.57 34.63 -24.92 -0.119
O 36.37 33.35 -25.49 -0.194
C 35.90 33.47 -26.82 -0.221
C 35.56 32.08 -27.34 -0.188
N 34.44 32.09 -28.28 -0.063
C 34.75 32.81 -29.52 -0.177
C 33.61 32.90 -30.51 -0.206
O 32.72 33.96 -30.17 -0.188
C 32.19 34.57 -31.32 -0.076
H 36.96 34.49 -23.91 0.088
H 35.61 35.15 -24.86 0.083
H 37.32 35.24 -25.43 0.089
H 36.65 33.95 -27.47 0.124
H 35.04 34.14 -26.83 0.123
H 35.22 31.43 -26.53 0.097
H 36.39 31.56 -27.84 0.122
H 34.06 31.14 -28.40 0.053
H 35.70 32.42 -29.92 0.117
H 34.91 33.84 -29.20 0.119
H 33.09 31.93 -30.52 0.107
H 34.04 33.09 -31.50 0.126
H 31.68 33.90 -32.00 0.077
H 32.94 35.18 -31.84 0.099
H 31.48 35.33 -30.96 0.094
C 24.30 29.96 -29.93 -0.123
O 25.45 29.56 -29.24 -0.183
C 26.64 29.80 -29.96 -0.227
C 27.88 29.44 -29.13 -0.185
N 28.44 28.11 -29.43 -0.043
C 27.72 27.11 -28.63 -0.177
C 28.01 25.74 -29.21 -0.228
O 27.69 24.71 -28.30 -0.196
C 28.06 23.43 -28.75 -0.116
H 23.36 29.87 -29.39 0.084
H 24.15 29.45 -30.89 0.086
H 24.41 31.03 -30.14 0.083
H 26.75 30.86 -30.24 0.099
H 26.60 29.32 -30.94 0.128
H 27.64 29.61 -28.07 0.126
H 28.63 30.22 -29.32 0.101
H 29.31 28.26 -28.90 0.030
H 26.65 27.29 -28.73 0.119
H 27.95 27.19 -27.56 0.118
H 29.10 25.76 -29.37 0.119
H 27.53 25.60 -30.18 0.127
H 27.70 23.23 -29.76 0.086
H 27.68 22.70 -28.04 0.085
H 29.15 23.31 -28.71 0.086
C 27.65 34.42 -31.78 -0.110
O 28.45 33.63 -32.63 -0.173
C 29.09 32.57 -31.95 -0.217
C 29.98 31.83 -32.95 -0.180
N 30.80 30.88 -32.22 -0.051
C 32.12 30.64 -32.83 -0.192
C 31.99 29.92 -34.17 -0.192
O 31.60 30.76 -35.25 -0.186
C 32.56 31.73 -35.60 -0.118
H 26.97 33.85 -31.14 0.086
H 27.02 35.07 -32.37 0.088
H 28.31 34.99 -31.13 0.073
H 28.32 31.84 -31.65 0.117
H 29.63 32.89 -31.05 0.112
H 30.59 32.62 -33.40 0.106
H 29.37 31.36 -33.72 0.126
H 30.89 31.03 -31.21 0.030
H 32.63 29.95 -32.16 0.084
H 32.72 31.56 -32.85 0.097
H 31.24 29.13 -34.16 0.113
H 32.96 29.44 -34.36 0.120
H 32.50 32.60 -34.95 0.073
H 32.27 32.09 -36.59 0.089
H 33.60 31.39 -35.63 0.089
C 29.09 34.61 -28.19 -0.112
O 30.11 34.47 -27.23 -0.193
C 29.72 33.72 -26.08 -0.187
C 30.91 33.69 -25.12 -0.177
N 32.08 32.98 -25.63 -0.037
C 33.14 32.78 -24.65 -0.175
C 32.87 31.92 -23.42 -0.185
O 32.76 30.55 -23.79 -0.213
C 32.60 29.72 -22.66 -0.087
H 28.15 34.92 -27.71 0.094
H 28.80 33.69 -28.71 0.087
H 29.36 35.39 -28.90 0.084
H 29.34 32.74 -26.36 0.116
H 28.92 34.30 -25.59 0.127
H 30.56 33.25 -24.18 0.102
H 31.15 34.73 -24.89 0.127
H 31.82 32.03 -25.92 0.053
H 33.50 33.77 -24.36 0.122
H 33.98 32.26 -25.12 0.099
H 31.95 32.29 -22.94 0.117
H 33.71 32.02 -22.73 0.130
H 32.37 28.71 -22.99 0.088
H 31.72 30.05 -22.09 0.097
H 33.42 29.77 -21.94 0.094
C 36.95 28.77 -33.09 -0.130
O 36.84 29.40 -31.85 -0.180
C 35.52 29.54 -31.35 -0.183
C 34.99 28.20 -30.89 -0.168
N 33.53 28.28 -30.65 -0.031
C 32.96 26.96 -30.45 -0.198
C 32.44 26.26 -31.71 -0.157
O 31.31 27.02 -32.19 -0.233
C 30.71 26.46 -33.32 -0.112
H 36.79 27.69 -33.06 0.080
H 37.94 29.00 -33.50 0.089
H 36.31 29.20 -33.87 0.087
H 34.87 30.06 -32.06 0.115
H 35.61 30.15 -30.44 0.113
H 35.45 27.89 -29.95 0.105
H 35.13 27.48 -31.70 0.110
H 33.41 28.84 -29.80 0.054
H 32.10 27.02 -29.78 0.107
H 33.67 26.27 -29.97 0.113
H 31.96 25.31 -31.47 0.128
H 33.24 26.19 -32.44 0.127
H 31.29 26.53 -34.24 0.092
H 29.74 26.90 -33.54 0.095
H 30.53 25.39 -33.14 0.090
C 38.63 26.72 -28.40 -0.102
O 37.66 26.82 -27.37 -0.184
C 37.15 28.13 -27.33 -0.223
C 35.96 28.26 -26.39 -0.170
N 34.63 27.85 -26.87 -0.044
C 34.49 26.47 -27.21 -0.215
C 34.65 25.50 -26.04 -0.221
O 34.25 24.22 -26.48 -0.182
C 34.56 23.22 -25.55 -0.111
H 39.46 27.42 -28.24 0.089
H 38.16 26.83 -29.37 0.085
H 39.08 25.73 -28.34 0.087
H 36.78 28.39 -28.33 0.108
H 37.89 28.86 -26.97 0.126
H 35.85 29.31 -26.10 0.101
H 36.19 27.75 -25.45 0.120
H 34.28 28.52 -27.56 0.061
H 35.07 26.09 -28.07 0.115
H 33.46 26.34 -27.56 0.100
H 33.95 25.84 -25.27 0.122
H 35.69 25.52 -25.70 0.119
H 33.91 23.31 -24.67 0.083
H 35.59 23.25 -25.17 0.086
H 34.40 22.26 -26.05 0.087
```

Properties
Kohn-Sham gap (eV): 8.4
ΔE to the lowest compared entry with this formula, charge and spin (kcal per mole): 39.1
Multiplicity: 1
Net charge: 0
LUMO (eV): 0.17
M (g/mol): 1096.28
E_HOMO (Eh): -0.3038



C21H49N8O10Pb | ωB97M-V/def2-TZVPD

```
89
Properties=species:S:1:pos:R:3:lowdin_charge:R:1
Pb -0.33 -0.24 0.28 1.709
N -0.13 -3.06 2.89 -0.598
O 0.39 -4.00 2.34 -0.025
O -0.51 -2.05 2.19 -0.215
O -0.07 -3.06 4.11 -0.002
C 2.55 3.03 -0.36 0.019
C 2.45 1.79 -1.21 -0.562
O 1.43 1.13 -1.27 -0.057
N 3.41 1.55 -2.04 0.052
C 3.62 0.33 -2.80 -0.044
H 3.05 3.87 -0.83 0.090
H 3.00 2.78 0.60 0.086
H 1.55 3.38 -0.12 0.077
H 4.24 2.14 -2.05 0.149
H 2.80 0.06 -3.47 0.073
H 3.79 -0.56 -2.20 0.059
H 4.40 0.32 -3.56 0.096
C -2.99 2.79 -2.35 0.020
C -1.64 2.09 -2.25 -0.521
O -1.49 1.14 -1.50 -0.102
N -0.63 2.62 -2.92 0.039
C -0.68 3.84 -3.70 -0.061
H -2.96 3.84 -2.05 0.088
H -3.59 2.31 -1.58 0.054
H -3.51 2.67 -3.30 0.094
H 0.27 2.18 -2.79 0.117
H -0.98 4.65 -3.03 0.086
H -1.35 3.75 -4.56 0.091
H 0.30 4.10 -4.08 0.089
C 4.60 -1.31 1.03 0.020
C 3.22 -1.87 1.20 -0.549
O 2.23 -1.26 0.80 -0.065
N 3.03 -3.12 1.58 0.045
C 3.99 -4.01 2.17 -0.062
H 5.48 -1.89 1.29 0.068
H 4.79 -0.41 1.62 0.082
H 4.66 -1.20 -0.06 0.079
H 2.06 -3.39 1.62 0.100
H 5.02 -3.69 2.02 0.075
H 3.69 -5.01 1.84 0.095
H 3.91 -4.08 3.25 0.087
C -3.69 -2.92 1.07 0.030
C -3.56 -2.09 -0.23 -0.522
O -2.57 -1.41 -0.37 -0.081
N -4.66 -1.91 -0.95 0.025
C -4.89 -0.89 -2.01 -0.028
H -4.42 -2.35 1.65 0.078
H -2.72 -3.05 1.55 0.073
H -4.21 -3.84 0.79 0.082
H -5.49 -2.43 -0.71 0.139
H -5.51 -0.07 -1.64 0.074
H -5.48 -1.40 -2.77 0.083
H -3.93 -0.54 -2.40 0.076
C -0.23 -1.08 -4.00 0.013
C 0.58 -1.83 -2.98 -0.512
O 0.37 -1.70 -1.76 -0.081
N 1.58 -2.58 -3.44 0.023
C 2.55 -3.21 -2.58 -0.042
H 0.24 -0.21 -4.46 0.076
H -1.13 -0.57 -3.65 0.076
H -0.35 -1.62 -4.94 0.085
H 1.81 -2.42 -4.41 0.145
H 2.94 -4.12 -3.03 0.095
H 2.27 -3.32 -1.53 0.091
H 3.35 -2.48 -2.44 0.058
C -4.34 1.93 1.13 0.002
C -3.44 1.05 1.93 -0.527
O -2.25 1.07 1.58 -0.094
N -3.96 0.48 3.01 0.047
C -3.11 -0.35 3.89 -0.030
H -4.92 2.63 1.73 0.088
H -5.04 1.39 0.51 0.081
H -3.81 2.63 0.48 0.070
H -4.86 0.74 3.37 0.149
H -2.04 -0.18 3.84 0.085
H -3.27 -1.41 3.74 0.076
H -3.54 -0.15 4.88 0.087
C 2.35 0.61 3.78 0.035
C 1.57 1.53 2.85 -0.491
O 1.12 1.24 1.73 -0.133
N 1.43 2.75 3.36 0.020
C 0.79 3.90 2.72 -0.029
H 1.85 -0.36 3.87 0.091
H 2.59 0.98 4.78 0.084
H 3.30 0.27 3.38 0.072
H 1.65 2.77 4.34 0.134
H -0.02 3.59 2.07 0.084
H 1.57 4.24 2.03 0.071
H 0.47 4.61 3.49 0.095
```

Properties
Kohn-Sham gap (eV): 8.3
ΔE to the lowest compared entry with this formula, charge and spin (kcal per mole): 6.9
Multiplicity: 1
Net charge: +1
LUMO (eV): -1.75
M (g/mol): 780.87
E_HOMO (Eh): -0.3709



C30H27N7OSSe2TcTe2 | ωB97M-V/def2-TZVPD

```
71
Properties=species:S:1:pos:R:3:lowdin_spin:R:1
Tc -1.11 -1.06 -0.57 0.730
C -4.71 1.40 -1.40 0.002
C -4.26 2.52 -2.09 0.000
C -2.94 2.58 -2.46 0.001
C -2.06 1.53 -2.13 0.000
N -2.50 0.47 -1.43 -0.002
C -3.81 0.41 -1.11 0.002
N -0.78 1.70 -2.64 0.007
C 0.05 0.73 -2.77 0.000
N -0.02 -0.53 -2.27 0.010
C 0.98 -1.30 -2.79 0.004
N 1.26 -2.54 -2.59 0.006
C 0.71 -3.37 -1.65 0.000
C 1.17 -4.70 -1.72 0.000
C 0.89 -5.59 -0.71 0.000
C 0.14 -5.16 0.37 0.002
C -0.35 -3.88 0.35 0.002
N -0.12 -3.00 -0.64 0.003
C 1.80 -0.45 -3.68 0.001
C 2.92 -0.72 -4.44 0.000
C 3.48 0.33 -5.15 0.000
C 2.93 1.61 -5.10 0.001
C 1.79 1.88 -4.34 0.000
C 1.25 0.83 -3.63 0.000
H -5.74 1.28 -1.10 0.000
H -4.94 3.32 -2.35 0.000
H -2.53 3.41 -3.01 0.000
H -4.11 -0.48 -0.58 0.001
H 1.80 -4.95 -2.56 0.000
H 1.27 -6.60 -0.76 0.000
H -0.09 -5.80 1.20 0.000
H -0.96 -3.50 1.16 0.003
H 3.33 -1.72 -4.47 0.000
H 4.36 0.16 -5.76 0.000
H 3.39 2.41 -5.67 0.000
H 1.35 2.86 -4.30 0.000
Se -2.53 -2.32 -2.13 -0.023
Te -3.37 -4.39 -0.95 0.001
Te -4.31 -3.14 1.23 0.050
Se -2.50 -1.38 1.47 0.196
C 2.62 -2.64 3.11 0.001
C 3.19 -1.37 2.49 -0.001
N 2.32 -0.20 2.65 0.001
C 2.57 0.68 3.79 0.000
C 1.63 0.42 4.96 0.000
C 1.30 0.07 1.82 0.002
S 1.11 -1.01 0.48 -0.003
N 0.60 1.16 2.10 0.004
C -0.47 1.47 1.38 -0.001
O -1.02 0.78 0.49 0.000
C -1.12 2.78 1.70 0.000
C -0.53 3.67 2.59 0.000
C -1.14 4.88 2.88 0.000
C -2.35 5.20 2.28 0.000
C -2.95 4.31 1.40 0.000
C -2.33 3.10 1.11 0.000
H 3.30 -3.47 2.95 0.000
H 1.66 -2.89 2.65 0.000
H 2.47 -2.52 4.18 0.000
H 3.38 -1.52 1.42 -0.001
H 4.14 -1.12 2.95 0.000
H 2.46 1.71 3.45 0.000
H 3.60 0.53 4.09 0.000
H 0.60 0.57 4.66 0.000
H 1.85 1.11 5.78 0.000
H 1.74 -0.59 5.34 0.000
H 0.41 3.40 3.05 0.000
H -0.68 5.57 3.57 0.000
H -2.83 6.14 2.50 0.000
H -3.89 4.56 0.93 0.000
H -2.80 2.40 0.44 0.000
```

Properties
Kohn-Sham gap (spin up / spin down) (eV): 6.0 / 5.6
Multiplicity: 2
Net charge: 0
LUMO (spin up / spin down) (eV): -0.83 / -1.21
M (g/mol): 1044.78
E_HOMO (spin up / spin down) (Eh): -0.2506 / -0.2498



C2H6N5 | ωB97M-V/def2-TZVPD

```
13
Properties=species:S:1:pos:R:3:lowdin_charge:R:1
C 0.19 0.93 -2.00 -0.185
C -0.67 0.70 1.41 0.063
N 0.85 -0.18 -2.02 0.275
N -0.52 1.24 -0.86 0.142
N 0.46 -0.62 -0.24 -0.038
N -0.31 0.37 0.04 -0.171
N 0.70 -1.73 0.41 0.168
H 0.15 1.51 -2.97 0.163
H -1.69 0.23 1.61 0.142
H -0.06 0.26 2.20 0.109
H -0.78 1.74 1.45 0.090
H 1.59 -1.92 0.70 0.093
H 0.08 -2.52 0.28 0.150
```

Properties
Kohn-Sham gap (eV): 9.8
ΔE to the lowest compared entry with this formula, charge and spin (kcal per mole): 126.0
Multiplicity: 1
Net charge: +1
LUMO (eV): -5.60
M (g/mol): 100.10
E_HOMO (Eh): -0.5640



C37H54CrF3O3P3SSi | ωB97M-V/def2-TZVPD

```
103
Properties=species:S:1:pos:R:3:lowdin_spin:R:1
Cr 0.22 -0.67 -0.91 3.761
C -3.75 3.88 0.37 0.002
C -3.35 2.41 0.31 0.006
C -3.66 1.72 1.64 0.000
P -1.58 1.88 -0.14 0.023
C -1.06 2.94 -1.62 0.002
C -2.11 2.80 -2.72 0.000
C -0.66 4.40 -1.41 0.001
C -0.67 2.52 1.33 0.000
C -0.68 3.84 1.74 0.001
C -0.01 4.22 2.90 -0.001
C 0.66 3.28 3.65 0.000
C 0.67 1.96 3.25 -0.002
C 0.00 1.56 2.10 -0.006
Si 0.12 -0.23 1.40 -0.003
C 1.78 -0.94 2.07 -0.007
C 1.95 -1.55 3.30 -0.002
C 3.14 -2.18 3.63 0.000
C 4.18 -2.20 2.72 0.001
C 4.03 -1.59 1.48 0.000
C 2.84 -0.95 1.15 0.004
P 2.53 -0.12 -0.46 0.014
C 4.01 -0.65 -1.51 -0.003
C 3.70 -0.56 -3.00 0.000
C 5.34 0.06 -1.24 -0.001
C 2.78 1.67 0.08 0.008
C 3.89 1.94 1.09 0.001
C 2.85 2.61 -1.12 0.001
C -1.22 -1.31 2.24 -0.005
C -1.56 -1.24 3.59 -0.002
C -2.49 -2.10 4.14 0.000
C -3.10 -3.05 3.34 0.000
C -2.81 -3.11 1.99 0.000
C -1.87 -2.25 1.43 0.003
P -1.48 -2.25 -0.37 0.029
C -3.20 -2.54 -1.09 0.004
C -4.02 -1.29 -0.78 0.001
C -3.13 -2.78 -2.59 0.000
C -0.64 -3.91 -0.65 0.005
C 0.78 -3.81 -0.08 0.018
C -1.33 -5.16 -0.12 0.000
H -4.83 3.93 0.51 0.000
H -3.51 4.40 -0.55 0.000
H -3.29 4.39 1.20 0.000
H -3.95 1.93 -0.48 0.000
H -3.15 2.22 2.45 0.000
H -3.33 0.68 1.62 0.000
H -4.73 1.74 1.83 0.000
H -0.17 2.40 -1.96 0.001
H -3.05 3.30 -2.44 0.000
H -2.31 1.75 -2.92 0.000
H -1.75 3.26 -3.63 0.000
H -1.51 5.00 -1.09 0.000
H -0.31 4.81 -2.36 0.000
H 0.14 4.49 -0.68 0.000
H -1.19 4.60 1.17 0.000
H -0.03 5.26 3.21 0.000
H 1.19 3.58 4.55 0.000
H 1.21 1.22 3.82 0.000
H 1.14 -1.56 4.00 0.000
H 3.26 -2.65 4.60 0.000
H 5.11 -2.70 2.96 0.000
H 4.86 -1.62 0.80 0.000
H 4.13 -1.71 -1.26 0.000
H 3.42 0.45 -3.29 0.000
H 2.89 -1.23 -3.27 0.000
H 4.58 -0.85 -3.57 0.000
H 5.30 1.09 -1.60 0.000
H 6.13 -0.45 -1.80 0.000
H 5.62 0.07 -0.20 0.000
H 1.83 1.85 0.59 0.001
H 4.88 1.95 0.64 0.000
H 3.88 1.20 1.89 0.000
H 3.72 2.92 1.54 0.000
H 3.84 2.61 -1.57 0.000
H 2.63 3.63 -0.80 0.000
H 2.13 2.32 -1.88 0.000
H -1.09 -0.49 4.20 0.000
H -2.73 -2.04 5.19 0.000
H -3.82 -3.73 3.76 0.000
H -3.32 -3.84 1.38 0.000
H -3.65 -3.41 -0.60 0.000
H -3.53 -0.42 -1.20 0.000
H -4.13 -1.15 0.30 0.000
H -5.02 -1.37 -1.21 0.000
H -2.65 -1.94 -3.08 0.000
H -4.14 -2.89 -2.99 0.000
H -2.58 -3.69 -2.82 0.000
H -0.55 -3.98 -1.75 0.000
H 0.75 -3.58 0.98 0.000
H 1.34 -3.03 -0.60 0.010
H 1.31 -4.75 -0.22 0.001
H -1.40 -5.13 0.96 0.000
H -0.75 -6.04 -0.40 0.000
H -2.33 -5.27 -0.53 0.000
F 0.75 0.45 -5.80 0.001
C 0.41 -0.69 -5.19 0.000
F 1.40 -1.57 -5.42 0.000
F -0.68 -1.16 -5.79 0.001
S 0.15 -0.47 -3.34 0.019
O -1.27 -0.32 -3.16 0.039
O 0.69 -1.72 -2.82 0.026
O 0.93 0.70 -3.00 0.044
```

Properties
Kohn-Sham gap (spin up / spin down) (eV): 8.1 / 8.0
Multiplicity: 5
Net charge: 0
LUMO (spin up / spin down) (eV): 0.67 / 0.59
M (g/mol): 808.90
E_HOMO (spin up / spin down) (Eh): -0.2723 / -0.2709



C5H11N4 | ωB97M-V/def2-TZVPD

```
20
Properties=species:S:1:pos:R:3:lowdin_charge:R:1
C -1.10 2.43 -0.79 -0.051
N -1.25 0.98 -0.55 -0.061
C -0.59 0.51 0.62 -0.204
N -1.46 -0.47 1.58 0.047
N 0.58 -0.40 0.17 0.002
C 1.56 -0.28 -0.70 -0.026
C 2.18 -1.51 -0.87 0.025
C 1.53 -2.36 0.04 -0.005
N 0.60 -1.67 0.64 0.108
H -0.99 2.96 0.15 0.098
H -0.14 2.45 -1.26 0.065
H -1.80 2.69 -1.54 0.082
H -1.22 0.41 -1.37 0.118
H -0.48 1.28 1.31 0.120
H -1.53 -0.13 2.55 0.094
H -2.38 -0.61 1.15 0.088
H 1.79 0.55 -1.21 0.108
H 3.05 -1.76 -1.54 0.145
H 1.70 -3.33 0.22 0.107
H -0.06 -1.74 1.40 0.140
```

Properties
Kohn-Sham gap (eV): 10.0
ΔE to the lowest compared entry with this formula, charge and spin (kcal per mole): 54.0
SMILES: CN[C@@H](N)[n+]1ccc[nH]1
Multiplicity: 1
Net charge: +1
LUMO (eV): -3.09
M (g/mol): 127.17
E_HOMO (Eh): -0.4819



| no. | E_tot (eV) |
| --- | --- |
| 1 | -10946.4412 |
| 2 | -115082.0177 |
| 3 | -60210.2400 |
| 4 | -202343.3255 |
| 5 | -9609.5524 |
| 6 | -128543.3108 |
| 7 | -11315.5075 |